Density functional theory data (ωB97M-V with the def2-TZVPD basis set) for a cluster of 4 separate species, CH10NO3 in total.

Structure (ORCA input):
```
! RIJCOSX wB97M-V def2-TZVPD def2/J DEFGRID3
* xyz 2 2
C -2.252 -0.696 0.536
N -1.394 0.225 0.773
H -2.026 -1.526 -0.128
H -3.239 -0.271 0.629
H -1.685 1.112 1.178
H -0.356 0.134 0.469
H 3.852 -2.076 1.155
H 3.047 -2.724 0.027
O 3.277 -1.847 0.395
H 1.303 -0.416 -0.993
H 1.790 -0.364 0.398
O 0.956 -0.214 -0.105
H -1.535 2.510 -1.979
H -0.588 3.471 -1.263
O -1.150 2.682 -1.091
*
```

The value obtained for the HOMO-LUMO gap (spin up / spin down) is 0.498 / 0.094 hartree. Its HOMO energy (spin up / spin down) is -21.6 / -18.4 eV.


Density functional theory data (ωB97M-V with the def2-TZVPD basis set) for an isolated molecule of C5H6N2.

Structure (ORCA input):
```
! RIJCOSX wB97M-V def2-TZVPD def2/J DEFGRID3
* xyz 0 1
C 0.270 -2.432 0.690
C 1.210 -1.292 0.503
C -0.845 -3.099 0.235
C 0.954 0.863 -0.620
C 0.325 2.178 -0.031
N -1.858 -3.738 0.154
N 0.817 -0.257 0.016
H 0.882 -2.969 1.374
H 1.430 0.919 -1.625
H -0.798 2.208 -0.357
H 0.745 3.017 -0.607
H 0.492 2.200 1.022
H -2.032 -4.258 -0.710
*
```

The value obtained for the HOMO-LUMO gap is 0.303 hartree. Its HOMO energy is -7.8 eV.


Density functional theory data (ωB97M-V with the def2-TZVPD basis set) for the ion C5H14N3 with charge +1.

Structure (ORCA input):
```
! RIJCOSX wB97M-V def2-TZVPD def2/J DEFGRID3
* xyz 1 1
H -4.345 0.601 2.496
N -3.784 0.612 1.691
C -2.635 1.115 1.819
N -1.916 1.134 0.575
C -0.438 1.522 0.481
C 0.155 0.538 -0.538
C 0.573 -0.876 -0.070
C 1.991 -1.315 -0.302
N 2.369 -1.487 -1.802
H -2.167 1.494 2.768
H -2.493 1.177 -0.259
H -0.043 1.724 1.524
H -0.491 2.656 -0.074
H -0.532 0.386 -1.431
H 0.957 0.945 -1.208
H 0.596 -0.862 1.005
H -0.162 -1.642 -0.549
H 2.074 -2.324 0.143
H 2.822 -0.663 0.263
H 3.376 -1.699 -1.853
H 1.955 -2.358 -2.287
H 2.136 -0.680 -2.391
*
```

The value obtained for the HOMO-LUMO gap is 0.270 hartree. Its HOMO energy is -11.3 eV.


Density functional theory data (ωB97M-V with the def2-TZVPD basis set) for the ion C4H8O2 with charge +1.

Structure (ORCA input):
```
! RIJCOSX wB97M-V def2-TZVPD def2/J DEFGRID3
* xyz 1 2
O -0.284 0.138 3.051
C -0.425 -0.319 1.919
O -1.397 -1.189 1.476
C 0.435 0.195 0.717
C -0.205 0.231 -0.680
C 0.615 0.257 -1.978
H -1.946 -1.452 2.222
H 1.370 -0.571 0.675
H 0.881 1.162 1.056
H -0.937 -0.566 -0.710
H -0.853 1.243 -0.672
H 1.291 1.146 -2.125
H 0.035 0.225 -2.894
H 1.420 -0.500 -2.056
*
```

The value obtained for the HOMO-LUMO gap (spin up / spin down) is 0.380 / 0.190 hartree. Its HOMO energy (spin up / spin down) is -15.6 / -15.6 eV.


Density functional theory data (ωB97M-V with the def2-TZVPD basis set) for a cluster of 3 separate species, C5H12N2O in total.

Structure (ORCA input):
```
! RIJCOSX wB97M-V def2-TZVPD def2/J DEFGRID3
* xyz 0 1
C 1.608 -0.551 -0.444
C -0.432 0.420 -0.977
C 0.018 1.862 -0.916
N 2.107 0.080 0.604
H 1.436 0.060 1.442
H 2.518 0.988 0.426
H 2.007 -0.322 -1.424
H 1.211 -1.542 -0.287
H -1.509 0.288 -0.966
H -0.142 -0.105 -1.884
H 0.883 2.050 -1.557
H -0.770 2.555 -1.222
H 0.309 2.138 0.105
C -0.917 -0.115 1.167
C -1.253 -1.543 0.914
N -2.395 -1.881 0.479
O 0.007 0.192 1.977
H -2.467 -2.888 0.331
H -1.772 0.562 1.067
H -0.448 -2.248 1.164
*
```

The value obtained for the HOMO-LUMO gap (spin up / spin down) is 0.300 / 0.300 hartree. Its HOMO energy (spin up / spin down) is -7.8 / -7.8 eV.


Density functional theory data (ωB97M-V with the def2-TZVPD basis set) for an isolated molecule of C5H10N2O.

Structure (ORCA input):
```
! RIJCOSX wB97M-V def2-TZVPD def2/J DEFGRID3
* xyz 0 1
H 2.391 -2.022 -0.753
N 1.418 -1.787 -0.972
C 0.919 -0.935 -0.205
C 1.248 0.314 0.470
N 2.026 1.180 -0.117
O 2.276 2.228 0.822
C -0.781 -0.394 -0.456
C -1.284 1.029 -0.347
C -1.581 -1.369 0.386
H 0.882 0.417 1.498
H 2.978 2.732 0.380
H -0.828 -0.692 -1.507
H -0.630 1.715 -0.893
H -2.288 1.108 -0.779
H -1.349 1.356 0.694
H -1.558 -1.094 1.444
H -1.211 -2.394 0.280
H -2.626 -1.394 0.056
*
```

The value obtained for the HOMO-LUMO gap is 0.342 hartree. Its HOMO energy is -8.7 eV.


Density functional theory data (ωB97M-V with the def2-TZVPD basis set) for a structure of composition C24H17BF4N5O4SeTl.

Structure (ORCA input):
```
! RIJCOSX wB97M-V def2-TZVPD def2/J DEFGRID3
* xyz -2 1
Tl -0.342 0.119 -0.071
O 2.015 0.770 3.547
C 1.234 0.873 2.593
N 1.394 0.462 1.330
C 2.635 0.021 0.832
C 3.803 -0.054 1.594
C 5.014 -0.427 1.026
C 5.077 -0.738 -0.316
C 3.931 -0.682 -1.098
C 2.696 -0.318 -0.553
N 1.494 -0.318 -1.272
C 1.443 -0.531 -2.597
O 2.371 -0.577 -3.409
C 0.066 -0.830 -3.161
C -0.180 -0.638 -4.518
C -1.411 -1.009 -5.014
C -2.349 -1.574 -4.155
C -2.023 -1.699 -2.819
N -0.839 -1.329 -2.333
C -0.056 1.624 2.889
C -0.337 1.977 4.205
C -1.487 2.697 4.462
C -2.314 3.048 3.404
C -1.954 2.651 2.128
N -0.847 1.957 1.880
H 3.744 0.185 2.641
H 5.901 -0.467 1.649
H 6.016 -1.025 -0.776
H 3.975 -0.911 -2.148
H 0.588 -0.187 -5.128
H -1.650 -0.847 -6.058
H -3.327 -1.876 -4.507
H -2.737 -2.080 -2.097
H 0.355 1.674 4.976
H -1.741 2.981 5.477
H -3.225 3.611 3.558
H -2.566 2.879 1.263
Se -2.469 1.244 -1.048
C -3.941 0.257 -0.370
C -5.210 0.828 -0.524
C -6.328 0.136 -0.100
N -6.299 -1.072 0.469
C -5.086 -1.606 0.615
C -3.903 -1.003 0.220
H -5.322 1.806 -0.976
H -7.311 0.582 -0.225
H -5.047 -2.587 1.078
H -2.963 -1.511 0.376
O -1.237 -0.986 2.446
C -0.893 -2.016 1.854
O -0.583 -2.099 0.626
H -0.924 -2.978 2.405
F -1.358 4.025 -2.957
B -0.337 3.158 -3.382
F -0.017 2.254 -2.322
F -0.771 2.416 -4.498
F 0.806 3.899 -3.721
*
```

The value obtained for the HOMO-LUMO gap is 0.245 hartree. Its HOMO energy is -2.3 eV.


Density functional theory data (ωB97M-V with the def2-TZVPD basis set) for a structure of composition C39H50AsF6N3O3P2S2V.

Structure (ORCA input):
```
! RIJCOSX wB97M-V def2-TZVPD def2/J DEFGRID3
* xyz 0 2
V 0.401 -0.499 0.061
C -5.599 2.213 -1.589
O -5.423 2.490 -0.205
C -4.261 2.122 0.360
C -4.111 2.504 1.711
C -2.955 2.206 2.362
C -1.908 1.495 1.730
C -0.679 1.207 2.400
C -0.398 1.804 3.750
O 0.210 0.465 1.922
C -2.080 1.108 0.380
O -1.163 0.472 -0.283
C -3.267 1.434 -0.299
H -6.563 2.632 -1.855
H -5.604 1.136 -1.774
H -4.815 2.683 -2.185
H -4.917 3.045 2.188
H -2.844 2.522 3.392
H -0.434 2.892 3.693
H 0.587 1.488 4.082
H -1.145 1.482 4.477
H -3.329 1.166 -1.343
S 0.515 -4.670 -0.766
P -0.064 -3.515 -2.251
S 0.260 -1.491 -2.202
C 0.700 -4.028 -3.827
C 0.732 -3.171 -4.925
C 1.282 -3.596 -6.125
C 1.804 -4.878 -6.237
C 1.775 -5.734 -5.146
C 1.225 -5.312 -3.944
C -1.856 -3.761 -2.569
C -2.646 -2.757 -3.121
C -4.000 -2.975 -3.343
C -4.573 -4.199 -3.025
C -3.784 -5.209 -2.487
C -2.433 -4.990 -2.259
H 0.342 -2.164 -4.840
H 1.308 -2.921 -6.971
H 2.235 -5.207 -7.175
H 2.186 -6.733 -5.226
H 1.214 -5.968 -3.082
H -2.205 -1.795 -3.356
H -4.606 -2.184 -3.770
H -5.628 -4.367 -3.199
H -4.223 -6.169 -2.242
H -1.817 -5.764 -1.818
N -0.325 -5.273 4.280
C -0.732 -4.648 3.406
C -1.234 -3.847 2.328
C -2.474 -4.083 1.747
C -2.874 -3.270 0.705
C -2.030 -2.263 0.275
N -0.835 -2.049 0.832
C -0.443 -2.821 1.838
H -3.099 -4.889 2.106
H -3.820 -3.417 0.203
H -2.290 -1.609 -0.543
H 0.532 -2.624 2.249
F 1.178 0.997 -1.388
As 0.863 2.761 -1.728
F -0.770 2.373 -2.107
F 1.318 2.448 -3.353
F 0.580 4.429 -2.007
F 2.515 3.072 -1.333
F 0.443 2.896 -0.047
C 4.484 -0.392 -1.511
C 4.444 -1.629 -0.594
C 5.869 -2.147 -0.361
C 3.654 -2.711 -1.349
P 3.530 -1.144 0.965
N 1.966 -1.006 0.532
C 4.147 0.480 1.654
C 5.681 0.569 1.662
C 3.643 0.672 3.091
C 3.584 1.639 0.833
C 3.620 -2.452 2.298
C 2.581 -2.137 3.406
C 3.281 -3.815 1.676
C 5.007 -2.558 2.953
H 4.813 -0.730 -2.496
H 5.190 0.364 -1.172
H 3.501 0.065 -1.632
H 6.345 -2.243 -1.340
H 5.868 -3.139 0.091
H 6.491 -1.487 0.242
H 4.091 -2.791 -2.348
H 2.608 -2.440 -1.466
H 3.710 -3.691 -0.887
H 6.162 -0.242 2.209
H 5.953 1.506 2.153
H 6.094 0.603 0.655
H 4.068 -0.036 3.799
H 2.555 0.626 3.138
H 3.948 1.673 3.406
H 4.043 1.743 -0.141
H 3.773 2.564 1.385
H 2.512 1.566 0.694
H 1.821 -1.417 3.101
H 3.063 -1.736 4.295
H 2.080 -3.061 3.706
H 2.385 -3.792 1.053
H 3.118 -4.524 2.493
H 4.104 -4.198 1.075
H 5.264 -1.668 3.528
H 5.803 -2.753 2.237
H 4.979 -3.400 3.651
*
```

The value obtained for the HOMO-LUMO gap (spin up / spin down) is 0.276 / 0.283 hartree. Its HOMO energy (spin up / spin down) is -8.3 / -8.3 eV.


Results for relative energy (zero: lowest compared OMol25 entry of this formula, charge and spin): 22.1 112.5 81.9 29.7 122.3 100.1 4.5 0.0 (in kcal per mole, following the order of the records).
Results for largest force on an atom: 3.0 5.3 4.9 4.0 1.2 5.7 0.6 0.9 (in eV/Å, following the order of the records).